A molecular structure, C39H61F13N4O12S3 in a non-equilibrium geometry, computed with ωB97M-V/def2-TZVPD.

Geometry as XYZ:
```
132
Properties=species:S:1:pos:R:3:forces:R:3
C -3.6015 -5.5157 -0.6685 5.1 8.4 0.4
C -2.9462 -4.2496 -0.5807 -4.6 -8.7 0.6
C -2.2504 -2.8444 -0.1768 0.7 -0.6 -2.6
C -2.8849 -1.8649 0.9371 -2.8 -0.7 -0.8
C -4.4839 -1.7125 0.4928 0.0 0.8 -1.6
C -5.5578 -2.8277 0.7658 -2.5 -0.1 -0.5
C -6.4150 -3.1018 -0.6465 2.0 -1.7 0.7
O -7.3523 -2.0210 -0.9789 0.3 -1.9 -3.2
C -7.4685 -2.0987 -2.4735 4.8 3.2 -3.4
C -8.6243 -2.9371 -3.2786 -0.4 -0.2 -0.1
O -6.5284 -1.4513 -3.1764 -6.2 -4.2 4.5
O -2.5072 -0.5025 0.8122 0.1 -0.4 0.5
C -1.7020 0.2715 0.0767 3.7 2.0 0.2
C -0.4855 -0.2288 -0.9371 0.4 -0.7 -1.0
N 0.6828 0.7799 -0.9636 -0.6 -1.4 -0.7
C 1.4184 0.6792 -2.2818 0.7 -0.1 -1.4
S -2.7634 1.4285 -1.0543 0.3 -0.9 -8.6
O -3.8495 0.6542 -1.8316 2.6 2.0 3.8
O -1.8322 2.0702 -2.1568 -2.9 -1.4 5.1
C -3.6344 2.7748 -0.0171 -2.5 0.3 -0.2
F -4.2757 2.0512 1.1034 2.0 2.7 -3.1
F -4.6988 3.3532 -0.8959 3.4 -1.7 3.1
C -2.6491 4.0089 0.4157 2.6 1.8 -0.1
F -1.4789 3.5707 1.2660 -3.9 0.9 -2.6
F -2.0058 4.7007 -0.7647 -2.5 -2.7 3.9
C -3.3754 5.2146 1.2675 -1.8 2.2 0.3
F -4.4953 4.7880 2.1324 3.6 1.0 -2.9
F -3.9117 6.2605 0.3295 1.7 -3.7 3.0
C -2.3188 6.0411 2.2655 0.3 2.5 1.9
F -2.0762 5.3134 3.5575 -0.5 2.5 -4.9
F -1.0756 6.4649 1.5778 -4.4 -1.9 2.7
F -3.0153 7.3187 2.6717 2.5 -4.4 -1.4
C -2.6014 -2.1895 2.5575 3.7 -1.0 -1.3
C -0.9892 -2.6609 2.5722 1.3 -2.2 0.6
O -0.0664 -1.7708 1.8828 1.8 -1.0 0.0
C 1.3236 -2.2215 1.9353 4.7 -1.5 -0.3
C 2.2620 -2.2439 3.2999 1.3 -0.9 -2.7
C 3.8596 -2.7163 3.2914 -1.7 -0.1 -3.8
C 4.6212 -3.1719 1.9108 -5.1 1.2 -0.5
C 3.7087 -3.1896 0.5320 -1.5 1.4 3.7
C 2.1045 -2.7162 0.5412 2.1 -0.1 2.6
N -2.7118 -0.8981 3.2682 0.4 -2.2 -0.3
S -4.1847 -0.1196 3.5405 -2.9 2.3 0.7
S -1.7141 -0.4818 4.5720 7.6 0.2 5.9
C -2.4897 0.9811 5.5397 0.2 1.1 1.1
O -1.4630 -1.5396 5.6807 -2.1 2.6 -4.0
O -0.2844 0.0915 4.2199 -5.5 -1.8 -0.4
C -3.2928 -3.4886 3.2224 0.6 -4.2 2.7
F -3.2429 -4.7567 2.4009 -0.1 4.4 1.6
F -2.5201 -4.0044 4.4351 -1.4 2.0 -3.5
C -4.7563 -3.4313 3.9013 -2.4 -2.0 2.0
F -5.3888 -4.7913 3.7121 1.8 3.9 0.5
F -4.7159 -3.2541 5.4024 0.2 -0.3 -4.7
H -3.9111 -6.6513 -0.8560 0.9 3.3 0.4
H -1.0907 -3.0558 -0.1238 -2.5 0.4 0.4
H -2.3561 -2.2200 -1.1981 0.2 -1.2 2.3
H -4.9322 -0.6439 0.7870 1.4 -2.4 -0.4
H -4.3899 -1.6198 -0.7000 -0.2 -0.1 2.7
H -6.3852 -2.4265 1.5276 1.7 -0.9 -1.5
H -5.2462 -3.8894 1.1268 -0.1 2.1 -0.7
H -6.9174 -4.1557 -0.5051 0.4 2.1 -0.3
H -5.6009 -3.2527 -1.5069 -1.8 0.5 1.8
H -9.5361 -2.2299 -3.5125 1.9 -1.3 0.7
H -8.2462 -3.3290 -4.3398 -0.4 1.2 2.6
H -9.0377 -3.8780 -2.7114 0.9 2.0 -0.8
H -1.1393 1.0847 0.7727 -1.4 -1.8 -1.4
H -0.9569 -0.3798 -2.0238 1.2 0.6 2.3
H -0.0077 -1.2516 -0.6548 -1.5 1.7 0.0
H 1.3871 0.5149 -0.2301 -1.2 0.2 -0.8
H 1.9125 1.7096 -2.5824 -1.0 -2.1 0.8
H 2.2624 -0.1486 -2.2475 -1.6 1.6 -0.1
H 0.7165 0.3856 -3.1914 1.2 0.7 2.1
H -0.8912 -3.7311 2.0472 -0.7 2.2 1.1
H -0.5249 -2.8204 3.6246 -1.5 0.4 -1.5
H 1.7924 -1.8990 4.3235 1.0 -0.7 -2.3
H 4.4875 -2.7150 4.2789 -1.6 0.1 -2.0
H 5.7465 -3.4842 1.8111 -2.5 0.7 0.5
H 4.2111 -3.5108 -0.4870 -1.6 0.8 2.7
H 1.5801 -2.7408 -0.5203 1.1 0.1 2.5
H -5.3149 -0.6059 2.9105 1.5 -0.8 -0.2
H -2.6625 1.9238 4.8723 0.1 -2.0 1.1
H -1.6284 1.2878 6.3085 -1.5 -1.2 -2.0
H -3.3972 0.6559 6.1995 1.6 0.5 -1.7
H -5.5290 -2.6652 3.5154 1.6 -1.5 0.7
C 1.5551 7.5275 1.1679 0.1 0.0 -0.4
O 2.7714 8.0865 0.6916 -0.2 0.1 0.5
C 3.4619 8.8671 1.6752 0.7 -0.1 -0.3
C 4.7414 8.1511 2.1407 -0.8 -0.2 0.1
N 4.4258 6.9705 2.9526 0.3 0.1 -0.2
C 5.5739 6.0852 3.1849 -0.3 -0.2 -0.2
C 6.2387 5.4390 1.9514 0.0 -0.4 0.4
O 5.4211 4.4742 1.2850 0.3 0.6 0.0
C 4.4867 5.0280 0.3673 0.0 -0.5 0.0
H 1.0098 7.1212 0.3106 0.2 0.1 0.1
H 1.7485 6.7069 1.8614 -0.1 0.0 0.2
H 0.9285 8.2870 1.6490 0.1 -0.1 0.0
H 2.8172 9.1346 2.5208 0.0 -0.2 -0.1
H 3.7540 9.7992 1.1788 0.0 -0.1 0.1
H 5.3484 8.8442 2.7320 0.0 0.0 0.0
H 5.3066 7.8771 1.2461 0.1 0.2 -0.2
H 3.7007 6.4328 2.4897 0.1 0.1 0.1
H 5.2121 5.2770 3.8320 0.2 0.0 -0.1
H 6.3316 6.6303 3.7593 0.0 0.0 -0.1
H 7.1116 4.8823 2.3116 -0.1 0.0 0.0
H 6.6301 6.1773 1.2443 -0.2 0.1 -0.1
H 4.8628 5.9298 -0.1206 0.0 0.1 0.1
H 3.5428 5.2268 0.8758 -0.1 0.2 -0.1
H 4.2839 4.2782 -0.4057 0.1 0.1 0.2
C 2.4349 -3.6606 -7.4607 -0.2 -0.3 0.1
O 2.9480 -4.8363 -6.8497 0.3 0.4 -0.3
C 4.3615 -4.9963 -7.0228 0.1 -0.4 0.6
C 5.1028 -4.7764 -5.6929 -0.4 0.5 -0.5
N 5.0704 -3.3654 -5.2920 0.0 -0.3 0.2
C 5.5000 -3.1312 -3.9076 -0.4 0.2 -0.1
C 4.6729 -3.7877 -2.7824 0.2 0.4 -0.1
O 3.3554 -3.2525 -2.6370 0.3 -0.5 -0.2
C 2.3947 -3.8037 -3.5287 -0.2 0.3 0.3
H 1.3423 -3.7207 -7.4478 0.2 -0.1 0.0
H 2.7281 -2.7706 -6.9008 0.1 0.2 -0.1
H 2.7651 -3.5757 -8.5021 0.0 0.1 0.1
H 4.7580 -4.3542 -7.8183 -0.1 0.1 0.2
H 4.5180 -6.0355 -7.3326 0.0 0.1 0.0
H 6.1438 -5.0969 -5.8023 0.0 0.0 0.0
H 4.6249 -5.4123 -4.9432 0.0 -0.3 0.0
H 4.1246 -3.0126 -5.3934 0.2 -0.1 0.0
H 5.4686 -2.0455 -3.7562 0.0 -0.2 0.1
H 6.5493 -3.4310 -3.8063 -0.1 -0.1 0.0
H 5.1832 -3.5666 -1.8378 0.1 0.0 -0.3
H 4.6472 -4.8796 -2.8559 -0.1 0.0 -0.1
H 2.5899 -4.8534 -3.7584 0.1 0.1 -0.1
H 2.3529 -3.2081 -4.4411 -0.1 -0.2 -0.2
H 1.4098 -3.7334 -3.0534 0.2 0.0 0.0
```
Forces are in eV/Å.

Calculated values
HOMO, eV: -8.560
E_tot, Ha: -5136.03485
Gap between HOMO and LUMO, eV: 7.9
Charge: 0